(1)
{"formula": "C46H47F9GeN6O3S2Ta", "method": "ωB97M-V with the def2-TZVPD basis set", "orbital_gap_ha": [0.215, 0.215], "homo_ev": [-12.623, -12.623], "spin_multiplicity": 2, "largest_force_ev_per_a": 2.47, "s2": 0.7948, "energy_ha": -6163.9196, "de_lowest_ev": 1.187, "total_charge": 2, "symbols": ["H", "C", "C", "H", "C", "H", "S", "Ge", "H", "C", "H", "C", "H", "H", "H", "C", "H", "C", "H", "H", "C", "C", "C", "H", "C", "S", "H", "N", "F", "O", "C", "H", "F", "C", "H", "H", "F", "O", "C", "C", "N", "N", "C", "C", "H", "C", "C", "C", "H", "H", "H", "C", "H", "H", "C", "C", "C", "C", "H", "C", "H", "F", "H", "C", "H", "H", "C", "C", "O", "F", "C", "H", "H", "C", "C", "H", "N", "F", "F", "H", "H", "C", "H", "H", "C", "H", "H", "H", "C", "N", "H", "H", "H", "H", "H", "Ta", "C", "C", "C", "H", "C", "C", "F", "H", "N", "H", "C", "C", "C", "C", "H", "F", "C", "H", "C"], "coordinates": [[5.734, -2.148, -3.422], [-3.537, 2.192, 4.192], [-3.189, -2.378, -1.731], [0.583, 4.127, -3.357], [-2.028, 5.472, -0.378], [-1.099, 3.901, 2.475], [3.004, -3.272, -2.277], [-0.317, 0.563, 2.065], [0.845, 2.817, 1.589], [-4.417, 1.690, 2.011], [-0.440, -3.866, 6.724], [6.117, -1.774, -2.482], [1.124, 0.810, -4.792], [1.129, 3.246, -4.784], [-2.875, -5.052, 0.798], [-2.046, -1.552, 4.078], [1.823, -5.379, -1.832], [-1.554, 4.197, -2.333], [-2.266, -6.142, 2.043], [-3.049, 0.839, 0.609], [-2.093, 1.237, 2.504], [0.663, 0.742, -3.808], [5.976, -0.187, -0.644], [-2.362, 6.398, 0.076], [-0.900, -3.221, 5.984], [4.021, -0.086, -2.490], [1.462, 0.576, -3.096], [-0.517, 1.996, -2.053], [-2.165, -3.412, -3.969], [-1.787, -0.406, -2.039], [0.932, 3.163, -3.715], [-5.572, 2.537, 3.606], [-0.419, -2.411, -3.198], [-1.276, 2.115, -4.474], [7.539, -0.283, 0.798], [-3.912, -2.235, 4.828], [-4.237, -3.013, -2.212], [3.739, -0.677, -3.756], [-3.683, -0.696, -3.512], [-2.522, -1.390, -2.742], [1.751, 1.308, -0.487], [1.200, -2.275, -0.731], [-2.002, 5.368, -1.769], [1.606, -0.920, 3.522], [0.816, 2.415, 3.324], [0.248, -0.802, 3.348], [1.351, -2.515, 5.293], [1.748, 0.133, -0.902], [1.997, 1.661, 2.248], [9.405, -3.043, -0.657], [-2.763, 4.431, 2.281], [2.168, -1.768, 4.502], [-0.764, -4.377, 2.953], [1.765, -3.169, 6.051], [-2.434, 6.517, -2.639], [-2.258, -3.152, 5.873], [2.282, -1.978, -1.445], [-0.629, -1.588, 4.173], [-1.432, 3.120, -4.858], [-3.168, 1.222, 1.622], [-1.458, 5.611, 2.216], [-3.559, -1.720, -0.626], [9.312, -1.911, 0.630], [-1.215, 3.243, -0.129], [-1.477, 1.719, 4.514], [2.285, -0.348, 2.902], [7.265, -2.296, -1.941], [1.808, -4.322, -1.625], [3.911, 1.321, -2.265], [-1.483, -1.584, -4.888], [-1.205, -2.941, 1.535], [1.872, 2.932, -3.212], [-1.583, 4.110, -3.402], [7.784, -1.786, -0.735], [0.954, -3.639, -0.850], [-5.245, 1.672, 1.314], [2.736, -0.681, -1.439], [-3.239, 0.345, -4.202], [-2.280, -3.296, -1.357], [3.243, -1.815, 4.618], [-1.572, 6.964, -3.136], [-4.600, 2.177, 3.297], [-3.127, 6.184, -3.412], [-3.678, 2.572, 5.196], [-1.601, -4.118, 2.300], [-2.195, 1.775, -4.007], [0.133, -4.068, -0.311], [-1.081, 1.477, -5.336], [7.124, -0.706, -0.107], [-0.880, -2.010, 0.951], [5.482, 0.650, -0.168], [-2.920, 7.294, -2.054], [-2.893, -3.746, 6.517], [-0.011, -0.099, -3.822], [7.787, -3.097, -2.448], [-0.351, -0.214, -0.715], [-2.834, -2.301, 4.907], [0.974, 2.022, 2.317], [-1.739, 4.595, 1.941], [-1.196, -5.609, 0.753], [-1.650, 4.410, 0.455], [-0.083, 2.025, -3.494], [-4.244, -1.560, -4.351], [-2.514, -0.920, 3.338], [8.888, -2.326, -0.179], [-2.422, -3.808, 2.946], [-1.639, -2.217, -3.735], [-2.008, -5.297, 1.409], [-0.058, -2.443, 5.150], [-1.093, 3.100, -1.538], [-0.895, 2.420, 0.487], [-4.600, -0.266, -2.647], [5.459, -0.727, -1.829], [2.583, 1.898, -0.522], [-2.294, 1.722, 3.799]]}

=====

(2)
{"formula": "C46H47FIrN4P2Si", "method": "ωB97M-V with the def2-TZVPD basis set", "orbital_gap_ha": [0.298, 0.229], "homo_ev": [-10.333, -10.705], "spin_multiplicity": 5, "largest_force_ev_per_a": 1.80, "s2": 6.0177, "energy_ha": -3176.2679, "total_charge": 1, "symbols": ["H", "H", "N", "C", "H", "C", "C", "H", "H", "C", "C", "H", "C", "C", "Ir", "C", "C", "H", "H", "H", "C", "H", "H", "C", "H", "H", "C", "C", "H", "H", "C", "C", "C", "N", "C", "H", "C", "F", "H", "C", "C", "C", "C", "C", "C", "H", "C", "H", "C", "H", "H", "H", "C", "H", "H", "H", "C", "H", "H", "C", "H", "C", "H", "C", "P", "H", "H", "C", "C", "C", "H", "H", "C", "C", "H", "H", "H", "H", "P", "C", "C", "H", "Si", "C", "H", "C", "H", "C", "H", "C", "H", "C", "H", "C", "H", "C", "H", "N", "N", "H", "H", "C"], "coordinates": [[-19.650, -2.829, 6.499], [-18.255, -4.183, 11.056], [-17.538, -6.170, 12.658], [-19.925, -2.561, 8.616], [-16.240, -4.992, 15.841], [-11.254, -4.730, 12.302], [-16.396, -8.460, 5.346], [-19.458, -9.950, 12.718], [-13.197, -4.834, 13.288], [-13.060, -2.358, 8.413], [-17.864, -4.387, 8.940], [-17.972, -8.149, 8.347], [-17.720, -4.967, 13.484], [-16.075, -8.904, 6.623], [-15.933, -6.719, 11.079], [-12.151, -6.837, 10.828], [-14.703, -2.709, 13.138], [-16.109, -7.466, 5.022], [-18.395, -4.289, 12.968], [-13.438, -10.635, 12.783], [-18.287, -4.007, 7.671], [-12.161, -8.771, 14.837], [-16.187, -10.622, 7.937], [-13.271, -5.512, 5.181], [-18.704, -6.558, 8.341], [-12.202, -1.681, 8.246], [-19.310, -3.102, 7.491], [-11.917, -7.399, 5.829], [-15.977, -3.270, 6.986], [-13.422, -4.606, 4.609], [-15.342, -8.473, 14.353], [-17.976, -7.169, 7.867], [-14.073, -7.046, 6.867], [-16.625, -6.561, 7.926], [-17.067, -11.002, 6.003], [-15.218, -5.416, 6.108], [-12.081, -6.223, 5.092], [-12.517, -7.911, 10.114], [-13.185, -2.311, 14.599], [-12.349, -7.921, 14.188], [-15.834, -4.362, 15.073], [-13.497, -9.742, 12.187], [-10.944, -6.295, 10.537], [-17.794, -10.474, 11.311], [-18.086, -8.387, 12.127], [-14.188, -3.748, 16.348], [-19.496, -2.909, 9.881], [-17.316, -12.043, 6.307], [-17.094, -9.213, 4.434], [-17.320, -8.760, 3.478], [-16.119, -9.085, 13.893], [-12.742, -8.726, 7.297], [-17.476, -10.502, 4.767], [-17.929, -11.547, 11.103], [-12.512, -9.616, 11.745], [-16.067, -9.848, 10.105], [-14.107, -2.862, 14.392], [-11.295, -5.917, 4.414], [-18.206, -5.271, 14.427], [-13.052, -3.155, 9.544], [-11.451, -7.723, 13.594], [-18.284, -7.204, 12.890], [-15.051, -8.939, 15.285], [-15.121, -4.153, 8.827], [-16.410, -5.380, 9.165], [-14.270, -2.035, 12.400], [-9.491, -4.837, 11.064], [-12.520, -5.210, 12.522], [-14.061, -4.077, 9.732], [-16.417, -10.190, 6.948], [-17.838, -4.444, 6.796], [-20.749, -1.892, 8.516], [-18.490, -3.820, 10.061], [-14.277, -5.944, 6.051], [-12.206, -3.118, 10.218], [-10.823, -4.020, 13.004], [-18.280, -7.220, 6.818], [-14.049, -1.733, 6.632], [-15.327, -7.797, 7.897], [-12.885, -7.800, 6.723], [-15.851, -3.440, 12.852], [-12.497, -7.062, 14.837], [-13.876, -8.287, 13.252], [-15.148, -3.263, 7.709], [-19.086, -7.217, 13.632], [-13.017, -6.295, 11.795], [-14.023, -4.772, 10.577], [-18.588, -9.651, 12.180], [-11.023, -7.985, 5.709], [-10.488, -5.194, 11.261], [-10.362, -6.777, 9.783], [-16.856, -9.602, 10.775], [-16.302, -3.348, 11.860], [-16.428, -4.251, 13.826], [-14.266, -9.849, 11.422], [-14.641, -3.655, 15.376], [-18.027, -11.138, 4.111], [-17.047, -8.355, 11.227], [-14.239, -6.904, 12.190], [-19.984, -2.489, 10.752], [-15.808, -7.510, 14.572], [-14.082, -2.424, 7.486]]}

=====

(3)
{"formula": "C46H47N7O3PSeTl", "method": "ωB97M-V with the def2-TZVPD basis set", "orbital_gap_ha": 0.282, "homo_ev": -7.321, "spin_multiplicity": 1, "largest_force_ev_per_a": 0.70, "energy_ha": -5305.3921, "de_lowest_ev": 0.000, "symbols": ["H", "N", "C", "H", "H", "H", "C", "H", "C", "C", "C", "C", "H", "C", "N", "C", "C", "H", "H", "H", "C", "H", "H", "C", "H", "H", "C", "N", "C", "C", "C", "C", "H", "H", "C", "H", "H", "H", "H", "N", "C", "C", "H", "C", "C", "H", "O", "H", "O", "O", "C", "H", "H", "C", "H", "Se", "H", "H", "C", "C", "H", "C", "H", "H", "H", "C", "N", "C", "H", "C", "H", "C", "N", "C", "H", "H", "C", "C", "H", "C", "H", "H", "C", "H", "C", "H", "Tl", "C", "C", "C", "N", "C", "C", "C", "C", "H", "H", "H", "H", "C", "P", "H", "H", "C", "C", "H"], "coordinates": [[1.527, 1.411, 3.929], [-2.437, 0.088, 1.088], [0.286, -2.052, 2.484], [4.764, -1.167, -0.975], [2.284, -2.188, 5.848], [-4.325, -3.252, 0.617], [-1.135, 1.045, -2.539], [-0.941, 3.286, 0.074], [5.947, -0.679, -3.857], [2.389, -2.048, 3.712], [-3.173, 1.008, 1.596], [0.992, 1.834, 3.087], [3.128, 1.280, -3.052], [-2.623, 0.412, 3.888], [2.140, -1.692, 0.094], [2.688, -1.583, -2.100], [3.725, -1.313, -3.135], [-3.022, -2.304, -0.097], [5.052, 2.673, -3.660], [-5.430, 1.667, 2.587], [1.730, -2.156, 4.919], [-3.619, 0.707, -0.879], [-2.295, -2.147, -2.355], [-4.792, 1.361, 3.411], [3.473, -1.999, 3.692], [6.967, -0.432, -3.591], [-0.391, 2.878, 0.914], [-3.419, 1.185, 2.962], [-1.485, -5.158, 2.462], [2.922, 3.587, -0.573], [-0.026, 2.757, 3.292], [-3.045, 0.657, -4.050], [-2.696, 0.867, 4.877], [-5.011, 3.642, 1.016], [4.452, 2.941, -2.799], [-3.866, -1.309, -4.043], [-0.201, -2.322, 5.851], [1.412, -4.637, 1.272], [0.937, -6.181, 0.548], [-2.455, -4.112, 0.797], [-3.774, 1.757, -0.643], [5.524, -0.680, -5.171], [3.607, -1.975, 1.452], [-2.052, 1.519, -3.525], [3.365, 2.154, -2.456], [-2.965, 2.333, -1.106], [5.533, -0.956, -1.570], [-5.191, 0.422, 3.816], [1.502, -1.795, -2.453], [-0.450, -2.028, 1.397], [-3.985, 3.314, 1.206], [-3.594, -3.780, -0.919], [4.273, 5.232, -0.314], [4.779, 4.050, -2.030], [5.635, 4.659, -2.293], [-0.467, -4.106, -1.295], [-1.442, -2.255, 3.720], [0.974, -6.009, 2.321], [-1.042, 3.714, -3.488], [-2.635, -4.561, 2.087], [-2.140, -0.596, 1.775], [-0.716, 3.273, 2.205], [6.227, -0.433, -5.957], [-1.513, 3.989, 2.361], [2.291, -1.553, -4.679], [-1.273, -0.299, -2.092], [3.122, -1.543, -0.836], [0.763, -5.505, 1.382], [-3.724, 1.047, -4.799], [-3.126, -0.635, -3.628], [2.118, 0.728, 1.639], [2.585, 2.476, -1.344], [-3.795, 1.938, 0.792], [1.706, -1.992, 2.488], [0.671, 3.918, -2.204], [-3.767, 3.433, 2.262], [0.339, -2.228, 4.915], [-0.104, 3.248, -2.551], [-2.707, 3.185, -4.712], [2.529, -1.893, 1.298], [-3.551, -4.393, 2.625], [-0.287, 3.064, 4.297], [4.205, -0.998, -5.490], [-0.995, 4.739, -3.834], [4.016, 4.371, -0.918], [-1.199, -5.616, 3.391], [-0.037, -1.285, -0.624], [-0.131, 1.956, -2.079], [1.319, 1.446, 1.797], [-0.363, -2.183, 3.729], [-0.624, -5.074, 1.391], [0.642, 1.970, 0.695], [-1.224, -4.439, 0.367], [-1.986, 2.858, -3.971], [-2.233, -1.105, -2.645], [3.874, -1.000, -6.520], [-2.968, -0.628, 3.972], [2.329, 3.837, 0.297], [-3.315, 3.973, 0.640], [-3.402, -3.318, 0.047], [1.185, 1.374, -0.950], [-4.722, 2.100, -1.066], [-1.579, 0.413, 3.584], [3.325, -1.310, -4.472], [5.060, -0.992, -2.825], [-4.846, 2.117, 4.198]]}

=====

(4)
{"formula": "C46H47N7O7S3SiTi", "method": "ωB97M-V with the def2-TZVPD basis set", "orbital_gap_ha": [0.164, 0.246], "homo_ev": [-0.777, -2.865], "spin_multiplicity": 3, "largest_force_ev_per_a": 3.46, "s2": 2.0598, "energy_ha": -5024.5816, "de_lowest_ev": 2.860, "total_charge": -2, "symbols": ["H", "H", "C", "Si", "C", "N", "C", "C", "H", "H", "C", "C", "H", "C", "H", "H", "C", "H", "S", "H", "N", "H", "C", "O", "H", "C", "H", "C", "C", "H", "H", "C", "H", "O", "N", "H", "H", "H", "H", "O", "C", "H", "H", "O", "C", "H", "C", "H", "H", "S", "C", "C", "C", "H", "C", "C", "H", "C", "H", "H", "S", "C", "N", "C", "C", "C", "C", "N", "C", "H", "H", "H", "H", "O", "H", "C", "H", "C", "C", "C", "H", "C", "Ti", "C", "H", "N", "O", "C", "N", "C", "C", "C", "C", "H", "C", "H", "H", "H", "H", "C", "H", "H", "C", "C", "H", "C", "C", "H", "O", "H", "H", "C"], "coordinates": [[-0.818, 5.464, 0.665], [-2.720, -5.883, 2.628], [4.747, -0.714, 3.160], [2.580, -0.703, 1.169], [-0.111, 0.089, -1.901], [-2.600, -4.071, 3.556], [-4.561, 0.328, -1.683], [2.116, -4.658, 2.431], [1.034, 0.973, 1.897], [-4.279, -5.264, 3.211], [3.681, 0.445, -2.727], [-5.119, -1.897, -0.982], [0.933, -2.884, 2.338], [4.264, -4.530, 1.387], [-5.329, 4.193, 1.180], [3.131, 1.157, -0.329], [-0.925, 5.537, 1.746], [4.764, -2.645, 0.513], [-1.370, -4.277, 1.175], [-0.021, 2.423, -3.131], [-1.807, 1.603, 0.338], [2.077, 0.478, -4.128], [3.123, 0.176, -4.115], [-0.287, -1.040, -1.334], [5.201, -4.995, 1.107], [3.317, -5.257, 2.091], [-0.474, 6.459, 2.117], [-0.874, 2.763, 1.991], [-5.388, -0.773, -1.748], [-3.094, -5.915, 4.380], [2.811, -1.532, -5.411], [-2.671, 1.562, -0.669], [6.359, 1.716, 4.868], [-2.058, -0.897, 0.679], [-0.421, 3.198, -5.646], [1.365, -5.217, 2.973], [-5.831, 4.463, 3.572], [-3.090, 4.778, 0.316], [4.468, 0.011, -0.302], [-0.199, 4.120, -4.837], [-4.859, 4.743, 3.192], [1.505, -1.972, -3.370], [-3.305, -3.364, 5.459], [0.253, 1.040, -1.131], [5.653, -0.122, 4.022], [-2.910, 2.461, -2.592], [-3.429, 0.354, -0.847], [4.768, 0.199, -2.712], [4.756, -1.787, 3.026], [-1.272, 1.611, 3.158], [2.582, -2.133, -3.346], [-3.215, -5.358, 3.450], [-3.883, 5.218, 4.053], [2.778, -3.196, -3.500], [3.820, 0.042, 2.451], [-0.272, 1.620, -3.805], [0.638, -0.533, 2.662], [-0.370, 0.312, -3.323], [-3.735, -2.807, 0.398], [-2.057, 3.451, -1.401], [0.086, 4.189, 2.496], [-4.575, 4.590, 1.847], [-1.199, 2.756, 0.730], [0.884, -0.097, 1.686], [5.645, 1.251, 4.200], [-0.701, -0.738, -4.185], [2.824, -2.585, 1.402], [2.956, -0.321, -1.731], [-2.890, 2.764, -1.547], [-3.826, 3.273, -1.311], [-6.257, -0.754, -2.391], [-5.769, -2.758, -1.025], [-1.843, 5.848, 4.245], [-0.572, 3.406, -6.867], [-0.806, -1.750, -3.823], [-2.749, -3.144, 4.569], [3.073, 2.031, 2.169], [-0.902, -0.460, -5.551], [-2.327, 5.361, 2.221], [-3.133, -0.833, -0.091], [3.521, -6.280, 2.378], [4.018, -3.210, 1.055], [-0.632, 0.079, 0.265], [1.877, -3.340, 2.085], [-1.155, -1.552, 2.347], [-1.506, -2.270, 2.983], [-1.394, -1.226, -7.648], [-0.499, 1.887, -5.164], [-1.211, -1.498, -6.444], [-2.076, -2.029, 4.208], [3.804, 1.416, 2.675], [-0.808, 0.844, -6.037], [-2.624, 5.522, 3.571], [2.494, -2.270, -1.214], [-1.842, -3.517, 2.561], [-4.800, 1.202, -2.271], [3.575, 1.505, -2.483], [4.320, -1.572, -4.476], [3.665, 0.776, -4.850], [3.255, -1.308, -4.437], [-0.972, 1.041, -7.086], [-4.101, 5.322, 5.107], [4.703, 2.019, 3.535], [-3.319, 4.908, 1.361], [4.151, -2.066, -1.844], [3.092, -1.743, -1.962], [-3.995, -1.924, -0.170], [-1.948, -1.085, 4.698], [-1.286, -2.663, -6.012], [6.371, -0.731, 4.555], [4.672, 3.088, 3.689], [3.365, 0.090, -0.407]]}